Version 1
Entry from the OMol25 dataset: the molecule C2H3NOS3 (ωB97M-V/def2-TZVPD).

Geometry as XYZ:
```
10
Properties=species:S:1:pos:R:3:mulliken_charge:R:1
C -0.63697 -0.83217 0.08655 0.229
S -1.29241 -1.79995 -1.02798 -0.156
S 1.97563 -1.57943 0.60836 -0.297
H -0.19075 2.04194 -0.42542 0.348
H -2.71429 -0.49266 1.10039 0.174
N 1.13633 0.75149 -0.29954 -0.153
H 2.09111 1.02664 -0.51088 0.253
S -1.44494 -0.06634 1.41100 -0.163
O 0.22448 1.46003 -1.04651 -0.354
C 0.85181 -0.50956 0.10403 0.119
```

Computed properties:
Total charge   0
Frontier orbital gap   0.298 Ha

Version 2
Entry from the OMol25 dataset: a cluster of 2 separate species, C2H3NOS3 in total (ωB97M-V/def2-TZVPD).

Geometry as XYZ:
```
10
Properties=species:S:1:pos:R:3:mulliken_charge:R:1
H 0.70418 -1.32537 1.74017 0.174
S 1.35629 -1.60154 0.64773 -0.150
H 0.50635 2.44845 -0.40238 0.346
O -0.53575 0.34041 -0.97019 -0.365
S -0.46740 -2.15873 -0.20372 -0.082
C 0.89291 1.72225 1.52425 0.381
C -1.03772 -0.73730 -1.07172 0.105
N 1.07210 2.23837 0.45021 -0.376
H -1.77746 -1.07024 -1.84204 0.283
S 1.03561 1.41974 3.05828 -0.317
```

Computed properties:
Total charge   0
Frontier orbital gap   0.345 Ha

Verdict on stability: version 1 comes out at the bottom.

Version 1
Entry from the OMol25 dataset: a structure of composition C6H14N5 (ωB97M-V/def2-TZVPD).

Geometry as XYZ:
```
25
Properties=species:S:1:pos:R:3:mulliken_charge:R:1
H -0.41498 -0.34645 -0.61645 0.508
H -0.53346 -1.94743 1.89873 0.396
N -1.13780 0.32748 0.28032 -0.111
H 2.47958 -2.69663 -2.30991 0.257
C -1.58121 1.58170 0.26780 -0.479
N 2.16347 0.34836 -1.69785 -0.221
N 2.56491 -1.90460 -1.58977 -0.435
H 0.67563 1.98296 -1.70284 0.194
H -2.49388 -2.13698 1.58061 0.300
C -2.28960 0.72275 2.21718 -0.253
H -1.66724 -1.69905 3.02139 0.334
H 2.84294 0.27462 -2.49311 0.249
C -1.54056 -1.62719 1.93018 -1.284
H 2.55574 2.47140 -1.54477 0.297
H 3.47154 -1.88951 -1.17766 0.232
H -2.33689 0.68451 3.36942 0.305
H -1.59515 2.29434 -0.47814 0.469
N -2.20097 1.85670 1.49885 -0.098
H 0.11237 -2.18325 -1.09405 0.256
C -1.78212 -0.31878 1.38846 0.348
N 0.36001 -1.10595 -1.25367 -0.470
C 1.74887 1.68344 -1.25405 -0.658
H -2.59912 2.79462 1.55838 0.248
H 1.58661 1.79387 -0.15338 0.276
C 1.61131 -0.96093 -1.64568 0.340
```

Computed properties:
Total charge   +1
Frontier orbital gap   0.359 Ha

Version 2
Entry from the OMol25 dataset: a cluster of 2 separate species, C6H14N5 in total (ωB97M-V/def2-TZVPD).

Geometry as XYZ:
```
25
Properties=species:S:1:pos:R:3:mulliken_charge:R:1
H 0.17428 -1.10644 3.17235 0.242
H -0.54705 -2.86504 -0.14079 0.165
H -0.49317 -0.00658 -4.11688 0.312
N -0.16910 -2.16862 -0.71989 -0.020
C 0.16884 -0.46324 -2.14364 0.891
H -2.24832 -0.79287 2.41667 0.267
H -0.18062 1.41740 -3.22671 0.273
N 0.28367 -0.26234 2.71731 -0.391
C -0.64159 0.27159 1.86479 0.634
H 1.36548 1.76031 2.50274 0.339
H -0.77351 1.70525 0.37700 0.322
N -1.92272 -0.35804 1.65352 -0.395
H 1.73179 -1.74610 0.29093 0.476
H 1.69506 1.59384 0.66593 0.333
H 1.18885 0.89766 -3.70613 0.315
C 0.98187 -1.50676 -0.44791 -0.480
H 1.16806 -0.04168 2.55859 0.145
H -2.56914 0.33893 1.38007 0.270
C 0.18887 0.40728 -3.38264 -1.138
N -0.44175 1.57349 1.31306 -0.204
H 1.13686 3.08206 1.21086 0.323
H -1.53875 -1.78307 -2.57465 0.390
C -0.70261 -1.51008 -1.93436 -0.692
N 1.17708 -0.46771 -1.23663 -0.472
C 0.96759 2.03075 1.50642 -0.907
```

Computed properties:
Total charge   +1
Frontier orbital gap   0.298 Ha

Verdict on stability: version 1 comes out at the bottom.

Version 1
Entry from the OMol25 dataset: the molecule C3H5FN4 (ωB97M-V/def2-TZVPD).

Geometry as XYZ:
```
13
Properties=species:S:1:pos:R:3:mulliken_charge:R:1
N 0.09609 0.58807 0.02474 0.494
H 1.98842 0.67765 0.52345 0.355
H 1.63253 -1.54761 0.51483 0.208
H 0.19346 -2.59951 0.43105 0.224
N 0.57145 -1.68760 0.43161 -0.316
C -2.42480 -0.15527 0.21321 0.330
N -0.97420 1.55447 -0.19085 -0.596
C -0.21409 -0.63811 0.29671 0.015
H 1.29569 2.16835 -0.27200 0.330
N -2.07325 1.01788 -0.15353 -0.152
C 1.40303 1.01862 -0.29036 -0.996
F -3.25276 -1.04808 -0.27573 -0.194
H 1.75842 0.65111 -1.25311 0.298
```

Computed properties:
Total charge   0
Frontier orbital gap   0.301 Ha

Version 2
Entry from the OMol25 dataset: the molecule C3H5FN4 (ωB97M-V/def2-TZVPD).

Geometry as XYZ:
```
13
Properties=species:S:1:pos:R:3:mulliken_charge:R:1
N -0.78880 1.21710 -0.86509 -0.219
H 0.48326 -1.29436 1.93215 0.235
H 0.53182 -2.39516 0.66106 0.267
N -0.00022 -1.60416 1.08951 -0.721
H -2.25455 -1.08154 0.75858 0.301
N -0.00437 -0.58348 0.14307 0.324
H -1.37247 2.06518 -0.81329 0.278
H 1.18846 2.07743 -1.36454 0.365
N -2.37940 -0.21864 0.22465 -0.710
F 2.29627 -0.15988 0.09333 -0.255
C -1.19514 0.11213 -0.10033 0.270
C 0.62035 1.34633 -0.78367 -0.397
C 1.06921 0.27348 -0.14249 0.262
```

Computed properties:
Total charge   0
Frontier orbital gap   0.313 Ha

Verdict on stability: version 1 comes out at the bottom.

Version 1
Entry from the OMol25 dataset: a cluster of 2 separate species, CH5NO2Si in total (ωB97M-V/def2-TZVPD).

Geometry as XYZ:
```
10
Properties=species:S:1:pos:R:3:mulliken_charge:R:1
C 1.42679 -0.87581 -0.02747 -0.877
O -4.08522 0.60192 0.27795 -0.329
H 2.40121 -1.23057 -0.35566 0.349
H 1.05176 1.76533 -1.17874 -0.040
H 1.22876 -1.29266 0.95922 0.275
H 0.67635 -1.27534 -0.70733 0.264
N -3.31335 -0.24886 -0.12219 0.594
O -2.08509 -0.14894 -0.14987 -0.365
H 1.39491 1.70537 1.28425 -0.036
Si 1.30388 0.99956 0.01985 0.165
```

Computed properties:
Total charge   0
Frontier orbital gap (spin up / spin down)   0.395 / 0.151 Ha

Version 2
Entry from the OMol25 dataset: a structure of composition CH5NO2Si (ωB97M-V/def2-TZVPD).

Geometry as XYZ:
```
10
Properties=species:S:1:pos:R:3:mulliken_charge:R:1
N 0.91260 -0.98742 1.26414 0.500
H -1.78638 0.86495 -1.45780 0.284
H -1.16835 1.76329 -0.05599 0.311
O 1.07091 -2.18217 1.02880 -0.509
C -1.32248 0.79904 -0.43424 -0.898
H -1.97472 0.27084 0.30593 0.310
O 1.41685 -0.42784 2.20458 -0.506
H 0.59358 -1.06314 -1.62404 -0.039
Si 0.50790 0.12150 -0.72756 0.589
H 1.75008 0.84093 -0.50381 -0.041
```

Computed properties:
Total charge   0
Frontier orbital gap   0.315 Ha

Verdict on stability: version 1 comes out at the bottom.